No. 1
Molecular formula: C25H61N7O9S2
Method: DFT, the ωB97M-V functional and the def2-TZVPD basis

Element x y z (Å)
C (4.02, 1.46, -3.64)
C (3.06, 0.97, -4.70)
O (2.24, 1.70, -5.26)
N (3.10, -0.35, -5.04)
C (2.12, -1.00, -5.88)
H (4.24, 0.69, -2.91)
H (3.55, 2.38, -3.29)
H (4.95, 1.75, -4.14)
H (3.65, -0.98, -4.48)
H (1.77, -0.35, -6.67)
H (1.29, -1.31, -5.22)
H (2.45, -1.97, -6.25)
C (-5.06, 4.24, 3.33)
C (-3.99, 3.59, 4.20)
O (-4.26, 3.49, 5.39)
N (-2.93, 3.09, 3.56)
C (-1.90, 2.21, 4.11)
H (-5.77, 4.91, 3.80)
H (-5.73, 3.47, 2.92)
H (-4.61, 4.78, 2.49)
H (-2.86, 3.34, 2.59)
H (-1.03, 2.35, 3.48)
H (-2.36, 1.22, 4.08)
H (-1.70, 2.56, 5.12)
C (6.87, 0.94, 2.29)
C (5.82, 0.71, 1.24)
O (6.15, 0.58, 0.08)
N (4.59, 0.51, 1.77)
C (3.36, 0.16, 1.10)
H (7.88, 0.85, 1.89)
H (6.84, 0.30, 3.18)
H (6.79, 1.92, 2.77)
H (4.60, 0.60, 2.77)
H (3.12, 0.86, 0.30)
H (2.55, -0.04, 1.79)
H (3.42, -0.83, 0.63)
C (0.63, -4.94, 3.77)
C (0.00, -3.76, 3.02)
O (-0.36, -3.79, 1.87)
N (-0.21, -2.70, 3.84)
C (-0.85, -1.50, 3.37)
H (1.51, -4.58, 4.30)
H (0.81, -5.82, 3.17)
H (-0.15, -5.29, 4.46)
H (0.03, -2.80, 4.81)
H (-0.18, -0.86, 2.78)
H (-1.41, -1.00, 4.15)
H (-1.53, -1.77, 2.55)
C (-1.77, 0.36, 0.43)
C (-0.47, 0.41, -0.34)
O (0.55, 0.92, 0.12)
N (-0.53, 0.00, -1.61)
C (0.66, 0.04, -2.43)
H (-2.60, 0.26, -0.27)
H (-1.92, 1.30, 0.97)
H (-1.77, -0.39, 1.22)
H (-1.38, -0.42, -1.97)
H (0.54, -0.12, -3.50)
H (1.29, -0.81, -2.11)
H (1.34, 0.86, -2.20)
C (-5.58, 0.58, 1.94)
C (-5.30, -0.73, 1.21)
O (-6.18, -1.12, 0.46)
N (-4.15, -1.36, 1.50)
C (-3.79, -2.63, 0.89)
H (-5.98, 1.32, 1.26)
H (-4.74, 0.94, 2.56)
H (-6.31, 0.37, 2.72)
H (-3.72, -1.05, 2.35)
H (-4.06, -2.58, -0.16)
H (-4.32, -3.44, 1.40)
H (-2.73, -2.87, 0.95)
C (-0.17, -3.57, -1.42)
C (0.81, -3.98, -2.51)
O (1.47, -3.15, -3.11)
N (0.99, -5.32, -2.70)
C (1.87, -5.79, -3.74)
H (-0.95, -4.30, -1.21)
H (-0.65, -2.63, -1.66)
H (0.49, -3.57, -0.55)
H (0.44, -5.99, -2.19)
H (1.74, -6.87, -3.90)
H (2.89, -5.84, -3.33)
H (1.89, -5.19, -4.64)
C (-2.86, 2.13, -2.96)
S (-3.24, 0.65, -3.90)
O (-3.27, -0.41, -2.83)
C (-4.95, 1.00, -4.37)
H (-3.42, 2.19, -2.02)
H (-2.89, 3.10, -3.46)
H (-1.84, 2.09, -2.56)
H (-4.90, 1.67, -5.23)
H (-5.51, 1.48, -3.56)
H (-5.44, 0.05, -4.55)
C (2.57, 3.86, 0.33)
S (3.36, 5.34, 1.08)
O (2.59, 5.60, 2.34)
C (4.79, 4.36, 1.73)
H (2.12, 4.21, -0.60)
H (1.90, 3.29, 0.97)
H (3.34, 3.12, 0.09)
H (5.34, 3.76, 1.00)
H (4.35, 3.81, 2.55)
H (5.56, 5.07, 2.04)

* LUMO level: 0.2 eV
* gap between HOMO and LUMO: 9.18 eV



No. 2
Molecular formula: CH4O
Method: DFT, the ωB97M-V functional and the def2-TZVPD basis

Element x y z (Å)
C (-0.19, -0.01, -0.25)
O (0.64, -0.54, 0.69)
H (-1.11, -0.84, -0.59)
H (0.26, 0.38, -1.18)
H (-0.78, 0.76, 0.29)
H (1.19, 0.24, 1.04)

* LUMO level: 1.0 eV
* SMILES string: CO
* gap between HOMO and LUMO: 11.39 eV



No. 3
Molecular formula: C12H15F5NO7PS
Method: DFT, the ωB97M-V functional and the def2-TZVPD basis

Element x y z (Å)
N (-4.09, 1.43, -0.27)
P (-2.69, 0.74, -0.48)
O (-2.33, 0.95, -2.10)
O (-1.60, 1.55, 0.50)
C (-2.94, -1.06, -0.01)
O (-3.63, -1.12, 1.26)
S (-3.55, -2.77, 1.60)
O (-2.96, -3.15, 2.86)
O (-4.91, -3.20, 1.37)
O (-2.38, -3.29, 0.50)
C (-1.71, -2.01, 0.21)
C (-0.77, -2.37, -1.01)
F (-0.83, -3.74, -1.28)
F (-1.16, -1.67, -2.15)
C (0.73, -2.03, -0.71)
C (1.07, -0.63, -0.48)
C (2.42, -0.15, -0.21)
C (3.49, -1.13, -0.15)
C (3.17, -2.55, -0.38)
C (4.37, -3.54, -0.30)
F (4.76, -3.67, 1.03)
F (5.46, -3.10, -1.01)
F (3.99, -4.78, -0.75)
C (1.80, -3.02, -0.67)
H (-4.00, 2.19, 0.41)
H (-1.36, 0.92, -2.25)
H (-1.11, 2.16, -0.11)
H (-3.70, -1.45, -0.74)
H (-1.16, -1.78, 1.16)
H (0.25, 0.13, -0.52)
H (2.62, 0.94, -0.04)
H (4.55, -0.81, 0.06)
H (1.61, -4.10, -0.87)
C (1.55, 5.47, 0.81)
C (0.08, 5.30, 0.49)
O (-0.15, 4.03, -0.12)
H (2.15, 5.39, -0.10)
H (1.73, 6.44, 1.27)
H (1.89, 4.69, 1.49)
H (-0.26, 6.07, -0.21)
H (-0.53, 5.36, 1.40)
H (0.14, 3.35, 0.50)

* LUMO level: -0.5 eV
* gap between HOMO and LUMO: 8.73 eV



The lowest LUMO level belongs to which entry? C12H15F5NO7PS